No. 1
49
Properties=species:S:1:pos:R:3:forces:R:3 method="wB97M-V/def2-TZVPD" mol_weight_g_mol=544.45 homo_lumo_gap_ev="7.01 / 3.54" s_squared=6.01 spin_multiplicity=5 total_charge=+4
C 1.04871 1.12493 -3.34560 0.824 0.905 0.077
C -0.34238 1.19638 -3.20833 -0.379 1.373 0.209
H 1.22058 5.01914 0.66185 -0.060 0.048 -0.196
N -1.49226 -1.65469 -0.69638 -0.200 0.213 -0.329
H -4.35395 -2.90051 -1.27087 0.122 0.085 0.224
H 0.71814 1.48281 3.72857 -0.191 -0.185 0.199
H -3.18603 2.00842 2.36986 0.204 -0.023 0.191
O -0.74553 0.66762 1.29520 1.091 -0.330 -2.159
H -4.57437 -1.63068 -0.02302 0.084 -0.216 -0.084
H 1.40711 -2.26258 -3.54859 -0.109 0.235 -0.067
C 0.78813 4.78588 -0.32003 -0.124 0.238 0.073
H -2.55859 -0.92077 4.05119 0.002 -0.134 -0.298
C -0.46873 -1.21695 -3.33892 -0.432 -1.100 0.064
C 2.28058 0.53697 1.14073 5.670 4.488 3.854
H -0.26675 5.08835 -0.33611 0.222 -0.033 0.027
C 0.89353 3.36026 -0.53900 0.211 -0.420 -0.047
C -2.59143 -1.99503 -0.56309 0.597 -0.021 -0.016
C -1.10238 0.02391 -3.20471 -1.380 -0.225 0.201
H 0.71616 -0.30983 3.72036 -0.137 0.155 0.230
H 1.33764 5.32690 -1.10088 -0.066 -0.091 0.183
H 1.64640 2.03444 -3.34806 -0.127 -0.097 -0.136
C 0.92485 -1.28680 -3.45826 0.218 -1.029 -0.125
H 5.14143 -2.89932 -0.09735 -0.015 -0.020 -0.129
C -2.23766 -0.89790 2.99973 0.068 0.154 -0.106
H 2.76982 -0.16027 -3.55248 -0.265 0.008 -0.066
H -3.92097 -3.23959 0.43329 -0.061 0.131 -0.193
N 2.45437 -1.46469 -0.72433 1.637 -1.037 -1.718
H -2.18702 0.08158 -3.08326 0.264 -0.048 -0.130
P -1.26801 0.59414 2.72158 -0.632 0.200 1.664
C 1.68205 -0.11819 -3.46109 1.044 0.176 -0.128
O 0.41215 -3.06178 1.72802 1.021 4.271 -2.267
H -1.63116 -1.78515 2.77423 -0.213 0.175 0.229
H -1.75026 2.95131 2.86253 -0.112 -0.248 0.102
H -2.66375 2.01064 4.08112 0.059 -0.001 -0.178
H -3.11607 -0.88593 2.33896 0.168 0.023 0.290
H -1.05373 -2.13417 -3.33771 0.032 0.146 -0.133
C 0.10264 0.58643 3.89073 -0.202 0.022 -0.166
C 4.61692 -2.86462 -1.06049 0.230 -0.180 -0.126
C -3.94179 -2.46699 -0.34863 -0.325 -0.038 0.117
O 3.12841 1.16402 1.62630 -3.542 -2.751 -2.035
C -2.31618 2.02702 3.04061 0.123 -0.123 -0.177
C 0.61715 -2.04817 1.19701 -1.651 -7.035 4.171
H 4.35384 -3.88145 -1.37444 0.074 0.091 0.064
H -0.83804 2.16335 -3.08924 0.157 -0.221 -0.131
H -0.29691 0.57632 4.91571 0.300 0.001 -0.224
Pt 0.94444 -0.45717 0.26695 -3.062 2.025 -0.979
H 5.26231 -2.40091 -1.81517 -0.014 -0.073 0.121
C 3.41652 -2.08696 -0.90243 -0.853 0.550 0.406
N 1.02006 2.22027 -0.69608 -0.270 -0.031 -0.354

No. 2
19
Properties=species:S:1:pos:R:3:forces:R:3 method="wB97M-V/def2-TZVPD" mol_weight_g_mol=228.06 homo_lumo_gap_ev=9.70 e_above_lowest_ev=0.062 spin_multiplicity=1 smiles="CC[C@H](I)[NH+]=C(N)N" total_charge=+1
H 1.93503 1.51925 -2.69647 -0.814 -0.371 0.098
N 0.00987 -0.52362 0.21296 -1.325 -1.397 0.866
H -2.54441 -1.33707 2.21155 1.289 1.288 -1.176
H -1.87923 0.23802 1.60436 -0.350 0.164 0.838
H 0.36766 0.52246 -2.46675 0.400 0.891 -0.592
I 0.83117 1.41080 2.33324 -0.048 0.120 -0.016
H 0.92734 -0.75761 -0.17488 -0.891 -1.997 0.448
C -0.91105 -1.31286 0.88736 1.486 0.934 -0.759
N -0.83080 -2.62166 0.65991 -2.241 0.410 4.743
C 0.97253 1.40451 -2.15086 0.224 -1.563 0.014
H -0.51213 -2.79507 -0.21813 1.086 -1.844 -2.620
H -0.92596 1.29182 0.23837 2.029 0.250 -0.273
H 1.80086 2.18379 -0.33403 -0.727 -2.172 -0.586
C 1.30385 1.17831 -0.70989 -0.014 4.181 2.425
H -1.35909 -3.24217 1.34714 1.157 0.698 -2.159
H 0.45844 2.32989 -2.21096 -0.823 0.653 -0.494
H 2.03406 0.40584 -0.57585 0.669 -0.464 0.246
N -1.81886 -0.76129 1.69568 -0.165 -1.207 -0.086
C 0.14072 0.86668 0.34726 -0.942 1.424 -0.917

No. 3
59
Properties=species:S:1:pos:R:3:forces:R:3 method="wB97M-V/def2-TZVPD" mol_weight_g_mol=399.49 homo_lumo_gap_ev=2.55 spin_multiplicity=1 total_charge=-1
H 0.12503 -3.08333 -0.68479 0.412 -0.371 -0.488
C 0.56910 -6.06443 -2.20352 0.502 -0.712 1.860
H -4.92343 -1.52746 -1.36745 -0.097 0.033 0.137
H 2.20034 0.10497 0.92855 -0.117 0.167 0.007
C 4.27825 -5.40271 -2.37685 -0.644 -1.572 -0.235
C 1.27301 3.86585 1.40661 1.802 0.532 0.449
C -6.84798 2.30393 -0.12746 0.210 -0.480 -0.028
H -0.08014 -0.39297 0.42440 0.032 -0.134 0.044
C -4.03613 -0.06937 -0.07406 0.565 1.582 0.332
H 2.99966 -2.59135 -0.86833 0.156 -0.532 -0.147
C 4.24500 -4.13378 -1.78603 -0.727 1.039 1.084
C 3.79721 5.57079 2.09134 0.110 -0.511 -0.049
H 4.58909 1.17871 2.38952 0.069 0.097 -0.100
C 4.38494 1.88210 1.57301 0.890 -0.276 0.123
C -1.81117 0.84204 0.40299 0.015 -0.143 -0.029
Li 2.01914 -4.46962 -3.00104 -0.332 0.858 -1.510
C -4.60542 1.22593 0.05744 2.876 0.142 0.373
H 4.85931 1.47518 0.67060 0.009 0.064 0.156
C 1.90854 -4.45487 -1.05530 -0.694 -1.270 -1.778
H -7.35772 2.44724 -1.09701 0.054 -0.022 0.134
H 3.11104 -7.12950 -3.03255 0.097 0.405 0.381
H -2.26274 -1.26525 -0.00059 -0.009 0.205 0.022
C 1.94383 -5.85603 -1.70603 -0.926 2.595 -0.154
H 0.20148 -7.06631 -1.99576 -0.379 -0.206 -1.309
H -1.76033 2.94896 0.76905 -2.432 -0.651 -0.525
C 0.53027 -3.99269 -1.15405 0.093 -0.179 0.351
H 5.15045 -3.51018 -1.79364 -0.574 -0.212 -0.144
H 5.39638 3.35040 2.89691 -0.047 -0.024 -0.143
H 2.80606 6.03373 2.00288 0.251 -0.278 0.010
C 0.29227 2.95918 1.08728 0.342 -0.760 -0.022
H -4.18717 3.32184 0.46267 0.105 -0.197 -0.028
C -5.11386 -1.03303 -0.40613 -0.571 -0.727 -0.187
H 5.20967 -5.76015 -2.83756 -0.541 0.232 0.042
H 4.46141 6.07401 1.36607 -0.078 -0.062 0.107
H 5.67566 3.63584 1.16648 -0.111 -0.009 0.107
C 0.57297 1.57396 0.90001 0.041 -0.172 -0.029
C -2.68493 -0.26199 0.09429 0.002 0.398 0.058
H -6.31397 3.23489 0.10199 -0.043 -0.368 -0.051
H -7.62787 2.16733 0.64222 0.069 0.063 -0.109
C -2.41417 2.12857 0.52251 0.181 -0.833 -0.063
H -7.15766 -0.50152 0.28098 0.100 0.023 -0.111
N -5.94290 1.17923 -0.16106 -2.545 0.378 -0.373
H -6.88956 -0.22072 -1.45199 0.050 0.041 0.141
H -0.73630 3.26336 0.98295 2.386 0.827 0.482
C 3.06537 -3.64527 -1.18173 1.049 0.016 0.367
C -0.24422 -4.95705 -1.82759 0.963 -0.009 1.325
H -5.18841 -1.82149 0.35273 -0.067 0.055 -0.129
C 4.92194 3.30428 1.90147 -0.423 0.191 -0.021
C -6.40844 -0.17279 -0.45980 0.225 0.384 0.113
C 3.12928 -6.22872 -2.39947 0.958 -0.026 0.649
C 1.94413 1.15909 1.05873 -0.223 0.326 -0.001
N 3.73001 4.14767 1.85584 1.873 1.733 0.550
C -3.76363 2.32012 0.35566 -1.837 -0.578 -0.308
C 2.61078 3.44056 1.56230 -2.389 -1.484 -0.728
H 1.01434 4.91806 1.54867 0.037 -0.218 -0.043
H -1.33979 -4.92914 -1.86255 0.561 -0.005 -0.265
C -0.42463 0.62483 0.57596 0.173 -0.374 -0.088
C 2.92632 2.06753 1.37708 -1.406 0.983 -0.080
H 4.18030 5.79155 3.10316 -0.047 0.028 -0.133

No. 4
12
Properties=species:S:1:pos:R:3:forces:R:3 method="wB97M-V/def2-TZVPD" mol_weight_g_mol=147.00 homo_lumo_gap_ev=9.82 e_above_lowest_ev=0.544 spin_multiplicity=1 smiles=Clc1ccc(Cl)cc1 total_charge=0
H -1.90520 0.37146 1.46534 -0.746 0.125 1.113
H 1.90545 -0.54987 -1.45987 -0.488 0.535 -0.053
C -1.05475 0.15408 0.88969 0.876 0.673 -1.200
H -2.23024 -0.54396 -0.76774 -1.439 -0.169 -0.273
H 2.33250 0.17020 0.72985 1.832 0.431 1.013
C -0.22770 -0.32933 -1.29602 -0.918 -0.541 0.732
C 1.06055 -0.18029 -0.86318 1.542 -0.788 0.430
C -1.28670 -0.25919 -0.42595 1.603 0.803 1.901
Cl -0.72646 -0.90069 -2.80097 0.452 -0.415 -1.976
Cl 0.55501 1.39011 2.78692 -0.318 -0.751 -0.606
C 1.33831 0.17959 0.46007 -3.117 0.152 -1.223
C 0.23924 0.49790 1.28187 0.721 -0.054 0.142

No. 5
25
Properties=species:S:1:pos:R:3:forces:R:3 method="wB97M-V/def2-TZVPD" mol_weight_g_mol=189.22 homo_lumo_gap_ev=9.15 e_above_lowest_ev=0.000 spin_multiplicity=1 smiles=Nc1ncnc2c1nc1n2CCCC1 total_charge=0
H -3.35467 0.60474 -1.42187 0.010 -0.167 0.533
H -4.41188 -0.93649 0.51064 0.606 0.638 0.010
H -2.69792 -1.88996 -1.13763 0.371 0.875 0.967
C 0.49278 0.68348 -0.06299 -1.089 -0.565 0.706
N 3.21158 -1.69782 0.09359 0.912 -1.505 -1.417
C -3.25520 0.78174 -0.33242 -0.716 1.844 -0.251
C 2.40296 1.70468 0.07633 0.158 1.152 -0.090
H -4.00944 1.58130 -0.07269 0.478 -0.983 -0.247
H 4.19876 -1.57138 -0.21982 -1.263 -0.058 0.555
C 1.09413 -0.56379 -0.06750 -1.085 -0.125 -0.125
H 2.76440 -2.52436 -0.35422 0.515 0.869 0.739
N 0.14040 -1.56105 -0.06947 -0.818 -0.458 0.118
H 2.96675 2.61029 0.09599 0.297 0.673 0.151
C -2.41385 -1.51755 -0.10476 -0.038 -1.276 0.704
H -1.65860 2.27800 -0.70122 0.037 -0.431 0.072
C -1.02031 -0.94204 -0.03287 0.562 -0.029 -0.909
H -1.98584 1.84898 0.97284 0.200 0.270 0.351
N -0.87140 0.43109 -0.03909 0.973 0.331 -0.316
H -3.06170 -0.24599 1.55530 -0.585 -0.400 -1.092
N 3.12307 0.62535 0.04259 0.141 -2.552 -0.146
N 1.09725 1.84076 0.06541 -0.867 0.778 -0.344
C -1.90162 1.44489 -0.02759 -0.721 -0.356 -0.056
C -3.39624 -0.47968 0.49377 0.241 -0.674 0.228
C 2.46332 -0.57389 -0.00749 1.433 1.418 0.283
H -2.45192 -2.45059 0.51451 0.247 0.729 -0.422

No. 6
13
Properties=species:S:1:pos:R:3:forces:R:3 method="wB97M-V/def2-TZVPD" mol_weight_g_mol=134.23 homo_lumo_gap_ev=8.63 e_above_lowest_ev=2.133 spin_multiplicity=1 smiles="C=NNC(=S)CS" total_charge=0
H 3.68826 -1.26630 -0.76553 0.384 -0.323 0.063
H -1.50303 -0.47270 1.75844 0.126 0.753 -1.442
H 2.69900 0.31485 -0.89836 0.196 -0.178 0.287
N 0.66847 -0.93054 0.53364 1.515 3.156 -1.536
C -1.42201 0.18394 0.81931 0.579 -0.495 1.064
H -1.81676 1.15760 1.11961 0.098 -0.091 -0.272
C 0.07836 0.33222 0.40247 -1.059 -2.423 0.534
C 2.82114 -0.69468 -0.51002 -2.510 0.035 0.556
N 1.89712 -1.34837 0.12831 1.883 -0.173 -0.542
S 0.78790 1.69225 -0.12290 -0.253 0.142 0.095
S -2.53949 -0.39757 -0.51825 0.636 -0.775 0.099
H 0.20732 -1.72887 0.85098 -1.370 -0.799 0.732
H -2.07341 -1.69603 -0.71095 -0.224 1.170 0.363